(1)
Formula: C3H6Cl2O3P
Source: the Open Molecules 2025 dataset
Level of theory: the ωB97M-V functional and the def2-TZVPD basis

Structure (XYZ):
```
15
Properties=species:S:1:pos:R:3:nbo_charge:R:1
C 0.2605 -2.3441 -0.4478 -0.642
C -1.2490 -1.9848 -0.5511 -0.065
O -1.2759 -0.5425 -0.4013 -0.829
P -1.8800 0.0204 0.9636 2.389
O -2.0288 -1.0129 1.9820 -1.170
O -1.2235 1.2899 1.2878 -1.158
C -3.8643 0.6578 0.3758 -0.561
Cl -3.4791 1.1734 -1.2780 -0.073
Cl -5.1426 -0.5948 0.4556 -0.094
H 0.6613 -3.0398 -1.2510 0.184
H 0.7386 -1.3701 -0.4837 0.236
H 0.4763 -2.8103 0.5105 0.209
H -1.8886 -2.3910 0.1571 0.208
H -1.6145 -2.3252 -1.4591 0.159
H -4.2537 1.4940 0.9626 0.207
```

Values from the calculation:
frontier orbital gap	8.467	eV
total charge	-1
LUMO energy	3.45	eV
SMILES string	CCO[P@@](=O)([O-])C(Cl)Cl

---

(2)
Formula: C22H15BrCoN3O2
Source: the Open Molecules 2025 dataset
Level of theory: the ωB97M-V functional and the def2-TZVPD basis

Structure (XYZ):
```
44
Properties=species:S:1:pos:R:3:nbo_charge:R:1
Co -0.4939 0.0008 -0.8613 1.360
C -1.1605 -4.1649 -1.0471 -0.214
C 0.0197 -4.5827 -1.6321 -0.088
C 0.9775 -3.6403 -1.9984 -0.185
C 0.7220 -2.3079 -1.7612 0.163
N -0.4340 -1.9079 -1.1598 -0.485
C -1.3506 -2.8104 -0.8163 0.105
C 1.6049 -1.1823 -2.1589 0.207
C 2.8679 -1.2150 -2.7248 -0.189
C 3.4904 -0.0028 -3.0061 -0.091
C 2.8687 1.2104 -2.7273 -0.208
C 1.6057 1.1796 -2.1614 0.283
N 1.0328 -0.0009 -1.9161 -0.461
C 0.7235 2.3062 -1.7659 0.143
C 0.9800 3.6378 -2.0056 -0.186
C 0.0230 4.5820 -1.6410 -0.088
C -1.1574 4.1662 -1.0552 -0.214
C -1.3487 2.8124 -0.8218 0.104
N -0.4330 1.9084 -1.1635 -0.485
H -1.9290 -4.8691 -0.7639 0.267
H 0.1985 -5.6339 -1.8128 0.261
H 1.8999 -3.9479 -2.4703 0.252
H -2.2447 -2.4291 -0.3405 0.245
H 3.3626 -2.1514 -2.9377 0.258
H 4.4780 -0.0035 -3.4468 0.263
H 3.3640 2.1460 -2.9420 0.257
H 1.9025 3.9437 -2.4782 0.252
H 0.2028 5.6325 -1.8238 0.261
H -1.9252 4.8715 -0.7732 0.267
H -2.2433 2.4330 -0.3455 0.245
Br -4.3422 -0.0054 5.3876 0.133
C -2.5881 -0.0017 4.7311 -0.089
C -1.5196 0.0007 5.6340 -0.167
C -0.2227 0.0035 5.1529 -0.196
C 0.0071 0.0039 3.7835 -0.158
C -1.0691 0.0016 2.8889 -0.151
C -2.3763 -0.0013 3.3569 -0.205
C -0.8051 0.0028 1.4457 0.773
O 0.3763 0.0087 0.9848 -0.549
O -1.7558 -0.0019 0.5930 -0.662
H -1.7227 0.0003 6.6959 0.252
H 0.6105 0.0052 5.8412 0.244
H 1.0153 0.0061 3.3923 0.232
H -3.2117 -0.0030 2.6707 0.245
```

Values from the calculation:
frontier orbital gap (spin up / spin down)	4.824 / 4.821	eV
total charge	+2
LUMO energy (spin up / spin down)	-8.86 / -8.87	eV

---

(3)
Formula: C32H72AsF6N8O10
Source: the Open Molecules 2025 dataset
Level of theory: the ωB97M-V functional and the def2-TZVPD basis

Structure (XYZ):
```
129
Properties=species:S:1:pos:R:3:lowdin_charge:R:1
As -8.8431 -4.3980 7.0330 0.887
F -9.0154 -4.4976 5.2251 -0.367
F -7.8162 -2.8563 6.8228 -0.404
F -8.5649 -4.3610 8.7980 -0.370
F -9.7998 -5.9287 7.1017 -0.366
F -7.3213 -5.4483 6.8417 -0.409
F -10.3457 -3.6173 7.1895 -0.309
C -12.3789 0.1792 6.9482 -0.368
O -13.3652 -0.0586 6.3027 0.011
N -11.9065 -0.5566 7.9562 -0.159
C -10.9335 -0.0156 8.8546 -0.073
C -12.6893 -1.6782 8.4612 -0.057
H -11.7527 1.0690 6.7797 0.116
H -10.0759 -0.6806 8.9564 0.087
H -11.4252 0.1707 9.8094 0.080
H -10.5650 0.9821 8.6160 0.082
H -13.5261 -1.3062 9.0522 0.085
H -13.2593 -2.2664 7.7420 0.073
H -12.1796 -2.3642 9.1378 0.061
C -11.9999 -5.2421 3.5998 -0.295
O -12.0578 -6.2778 2.8864 -0.042
N -11.4647 -4.1113 3.0995 -0.172
C -11.3772 -3.0738 4.1223 -0.085
C -10.8032 -4.0102 1.7968 -0.035
H -12.4865 -5.1895 4.5860 0.112
H -11.7680 -3.2649 5.1217 0.068
H -11.9128 -2.1909 3.7736 0.074
H -10.3382 -2.8047 4.3127 0.066
H -11.1567 -3.1731 1.1947 0.076
H -9.7282 -4.0291 1.9755 0.080
H -10.9581 -4.9162 1.2109 0.077
C -6.0050 -7.4256 5.0450 -0.300
O -6.6860 -7.5806 4.0195 -0.014
N -4.6171 -7.5031 5.0648 -0.185
C -3.9007 -7.4253 6.3251 -0.072
C -3.9191 -7.6607 3.7678 -0.052
H -6.5067 -7.0557 5.9526 0.096
H -3.3131 -8.3322 6.4679 0.071
H -4.5446 -7.1999 7.1752 0.088
H -3.1710 -6.6248 6.2031 0.070
H -3.4846 -8.6603 3.7524 0.074
H -4.5463 -7.4073 2.9131 0.084
H -3.0721 -6.9956 3.5995 0.066
C -4.1651 -4.0726 3.0358 -0.342
O -4.2158 -4.3591 1.8055 -0.075
N -5.2099 -3.6962 3.7519 -0.175
C -5.0801 -3.4947 5.1728 -0.056
C -6.4835 -3.4731 3.1684 -0.049
H -3.2238 -4.1789 3.5970 0.122
H -5.4151 -2.4981 5.4605 0.079
H -4.0360 -3.6407 5.4494 0.069
H -5.5537 -4.2980 5.7371 0.071
H -6.4571 -3.6564 2.0942 0.085
H -7.3226 -4.0125 3.6078 0.079
H -6.8675 -2.4581 3.2708 0.085
C -10.1941 -8.4298 4.6282 -0.310
O -10.9852 -8.6121 3.6921 -0.014
N -9.8697 -9.3428 5.5667 -0.178
C -8.9863 -8.9437 6.7360 -0.029
C -10.2536 -10.7093 5.5034 -0.085
H -9.7270 -7.4798 4.9310 0.126
H -9.5422 -9.0285 7.6697 0.069
H -8.7372 -7.8908 6.6039 0.049
H -8.0478 -9.4943 6.8005 0.079
H -11.0521 -10.7657 4.7637 0.084
H -9.4144 -11.3794 5.3168 0.076
H -10.5552 -10.9982 6.5102 0.073
C -8.8721 2.6822 5.5801 -0.329
O -9.9843 2.7122 6.1851 -0.071
N -7.9541 1.7141 5.6801 -0.194
C -6.7582 1.8181 4.8837 -0.067
C -8.1157 0.5412 6.6533 0.034
H -8.6720 3.4778 4.8458 0.124
H -7.0764 2.0991 3.8797 0.088
H -6.4421 0.7758 4.9254 0.081
H -6.0310 2.4570 5.3848 0.085
H -7.2122 0.5020 7.2617 0.079
H -9.0885 0.5801 7.1435 0.055
H -8.0805 -0.2971 5.9576 0.079
C -13.1723 -6.4743 6.6684 -0.391
O -13.8023 -6.8860 5.7243 0.015
N -13.6707 -5.7913 7.6618 -0.148
C -12.8356 -5.4693 8.8120 -0.065
C -14.9934 -5.1105 7.7264 -0.028
H -12.0819 -6.6257 6.6813 0.131
H -13.4031 -5.7323 9.7047 0.076
H -12.4996 -4.4339 8.8668 0.055
H -11.8795 -5.9925 8.8285 0.079
H -14.9491 -4.0288 7.5999 0.068
H -15.4949 -5.2973 6.7768 0.083
H -15.5310 -5.2659 8.6618 0.079
C -7.0825 -1.6219 9.8821 -0.346
O -7.3876 -0.4504 9.7436 -0.026
N -5.7928 -1.9938 9.7681 -0.161
C -5.3899 -3.4803 9.7944 -0.031
C -4.6848 -1.1499 9.3628 -0.066
H -7.7319 -2.4689 10.1525 0.114
H -6.1852 -4.1846 9.5504 0.067
H -4.8958 -3.8072 10.7093 0.063
H -4.5223 -3.6306 9.1519 0.064
H -4.6312 -1.3418 8.2912 0.080
H -4.8878 -0.0873 9.4966 0.082
H -3.7827 -1.6138 9.7616 0.076
C -10.9836 -2.2319 12.3046 -0.145
C -10.3077 -3.4852 11.6985 -0.167
C -10.8341 -4.6751 12.3810 -0.184
O -11.3842 -4.1231 13.6182 -0.156
C -11.8087 -2.8019 13.3953 -0.250
H -11.6056 -1.5565 11.7173 0.095
H -10.1681 -1.5825 12.6229 0.108
H -9.2373 -3.6132 11.8597 0.107
H -10.4256 -3.6781 10.6322 0.098
H -10.1185 -5.4604 12.6248 0.117
H -11.7152 -5.1037 11.9035 0.110
H -11.8671 -2.2186 14.3143 0.118
H -12.8289 -2.8902 13.0218 0.112
C -9.4043 -8.4099 10.7598 -0.127
C -8.5805 -9.6944 11.1607 -0.146
C -7.2229 -9.3973 10.4650 -0.233
O -7.3275 -8.2977 9.6039 -0.137
C -8.3428 -7.4770 10.0808 -0.211
H -10.0353 -8.0488 11.5719 0.090
H -10.1355 -8.7712 10.0366 0.088
H -8.8923 -10.6840 10.8267 0.094
H -8.3541 -9.7586 12.2250 0.089
H -6.8577 -10.2550 9.9000 0.110
H -6.4649 -9.1607 11.2117 0.104
H -8.8028 -6.8880 9.2874 0.093
H -7.9297 -6.7567 10.7870 0.110
```

Values from the calculation:
frontier orbital gap (spin up / spin down)	2.646 / 7.312	eV
total charge	-2
LUMO energy (spin up / spin down)	3.96 / 3.85	eV
multiplicity	2
<S²>	0.75

---

(4)
Formula: C26H43AuN3P2
Source: the Open Molecules 2025 dataset
Level of theory: the ωB97M-V functional and the def2-TZVPD basis

Structure (XYZ):
```
75
Properties=species:S:1:pos:R:3:lowdin_charge:R:1
Au 0.1248 -1.2824 -3.6029 1.022
C -0.5438 -2.2658 2.9171 -0.149
C 0.8086 -2.3408 2.4824 -0.144
C 0.7409 -0.9679 4.3104 -0.128
C -0.5885 -1.3834 4.0197 -0.121
C 1.6152 -1.6036 3.3963 -0.142
C -1.6995 -3.0006 2.3558 -0.009
H -1.4688 -3.4150 1.3719 0.077
H -2.5844 -2.3533 2.2737 0.081
H -1.9832 -3.8436 3.0064 0.115
C -1.8021 -0.9457 4.7319 0.017
H -2.6682 -0.9858 4.0665 0.079
H -1.6998 0.0813 5.0911 0.064
H -2.0405 -1.5699 5.6056 0.120
C 1.1359 -0.0224 5.3683 0.007
H 1.3248 -0.5058 6.3370 0.120
H 0.3525 0.7225 5.5310 0.067
H 2.0540 0.5022 5.0942 0.083
C 3.0919 -1.5231 3.3936 0.000
H 3.5359 -2.1955 4.1434 0.114
H 3.4246 -0.5065 3.6383 0.089
H 3.4991 -1.8085 2.4192 0.082
C 1.3111 -3.1953 1.3939 -0.016
H 1.5472 -4.1949 1.7802 0.112
H 2.2278 -2.7927 0.9379 0.083
H 0.5771 -3.3218 0.5827 0.081
C -1.2300 0.0256 -4.7263 -0.197
C -1.2769 -1.2942 -5.2854 -0.210
C -0.5277 -1.6517 -6.5524 -0.180
C 0.9254 -1.1450 -6.5362 -0.190
C 1.5768 -0.9041 -5.1786 -0.209
C 1.5459 0.2788 -4.3894 -0.200
C 0.8745 1.5284 -4.8908 -0.160
C -0.5336 1.1628 -5.4457 -0.168
H -1.0034 -1.2957 -7.4894 0.142
H 1.0250 -0.2732 -7.2002 0.119
H -0.4823 -2.7516 -6.5919 0.119
H -0.3977 0.9380 -6.5169 0.108
H -2.0283 0.3439 -4.0430 0.112
H -2.0731 -1.9930 -4.9865 0.113
H -1.1558 2.0742 -5.3329 0.136
H 0.7246 2.2435 -4.0447 0.120
H 2.3600 0.4688 -3.6804 0.106
H 1.4611 2.0733 -5.6710 0.148
H 1.5340 -1.9384 -7.0252 0.128
H 2.3458 -1.6723 -5.0131 0.113
P -1.5174 0.3682 0.5879 0.847
P 1.5440 1.1304 0.5136 0.809
C -1.1077 1.8602 -0.4915 -0.426
C 0.3526 2.3073 -0.3420 -0.456
H -1.7200 2.6682 -0.0890 0.046
H -1.4604 1.6042 -1.4944 0.045
H 0.7959 2.6514 -1.2980 0.046
H 0.3367 3.1519 0.3609 0.045
C 1.7852 1.9283 2.1483 -0.272
H 1.7341 1.1752 2.9442 -0.008
H 0.9931 2.6656 2.3238 0.006
H 2.7785 2.3925 2.1222 0.042
C 2.9120 1.8617 -0.4941 -0.330
H 2.6110 2.7720 -1.0467 0.032
H 3.2089 1.1120 -1.2402 0.006
H 3.7704 2.0944 0.1463 0.031
C -3.1394 0.9753 1.1970 -0.304
H -3.4409 0.2342 1.9432 0.017
H -3.8632 1.0355 0.3790 0.045
H -3.0108 1.9455 1.6726 0.008
C -2.3618 -0.7189 -0.6770 -0.334
H -1.5887 -1.2947 -1.2090 -0.019
H -2.9994 -0.1896 -1.4143 0.039
H -3.0094 -1.4201 -0.1243 0.030
N -1.1500 3.3152 2.0972 0.098
C -1.4398 3.5540 3.2099 -0.378
N -1.7839 3.8833 4.4151 0.041
C -1.6427 3.0619 5.4307 -0.420
N -1.5432 2.3750 6.3834 0.059
```

Values from the calculation:
frontier orbital gap (spin up / spin down)	4.385 / 4.143	eV
total charge	+1
LUMO energy (spin up / spin down)	-4.73 / -4.97	eV
multiplicity	3
<S²>	2.00

---

(5)
Formula: C3H11N2O
Source: the Open Molecules 2025 dataset
Level of theory: the ωB97M-V functional and the def2-TZVPD basis

Structure (XYZ):
```
17
Properties=species:S:1:pos:R:3:nbo_charge:R:1
C -1.3822 0.3700 2.6377 -0.399
N -1.0651 -0.9859 2.2315 -0.895
H -0.6478 1.1155 2.3124 0.169
H -1.5107 0.4475 3.7214 0.151
H -2.3353 0.6400 2.1785 0.179
H -0.7551 -0.9533 1.2354 0.434
H -0.3345 -1.3793 2.7830 0.319
C 1.9529 0.5283 -1.8249 -0.435
N 0.6262 0.2680 -2.4313 -0.686
C -0.2378 -0.5720 -1.5045 0.136
O -0.4518 -0.0823 -0.2866 -0.959
H 1.8341 0.5944 -0.7380 0.200
H 2.3817 1.4507 -2.2225 0.165
H 2.6315 -0.2954 -2.0723 0.162
H 0.1648 1.1746 -2.4209 0.323
H 0.3074 -1.5667 -1.5126 0.057
H -1.1782 -0.7541 -2.0863 0.080
```

Values from the calculation:
frontier orbital gap	7.302	eV
total charge	-1
LUMO energy	4.37	eV

---

(6)
Formula: C2H12N2O3
Source: the Open Molecules 2025 dataset
Level of theory: the ωB97M-V functional and the def2-TZVPD basis

Structure (XYZ):
```
19
Properties=species:S:1:pos:R:3:nbo_charge:R:1
C -0.4235 1.7727 1.8431 -0.454
N 0.1013 0.8245 0.8847 -0.565
C 1.3830 0.8057 0.7365 0.305
N 2.3671 1.1235 1.6025 -0.823
H -1.4701 2.0198 1.5860 0.208
H -0.3421 1.5096 2.9083 0.176
H 0.1855 2.7282 1.8468 0.182
H 1.6567 0.5274 -0.2867 0.171
H 2.1010 1.0269 2.5667 0.406
H 3.2976 1.1170 1.2295 0.408
O -5.2257 -0.6139 -0.0522 -0.939
H -4.6323 -0.5022 -0.8102 0.475
H -5.0241 0.1472 0.4939 0.464
O 3.3982 -2.9582 -4.8944 -0.936
H 4.1427 -2.5333 -4.4338 0.467
H 2.8174 -3.2629 -4.1949 0.469
O -1.4260 -1.1973 -0.6950 -0.985
H -1.7497 -2.0036 -0.2866 0.468
H -1.1569 -0.5313 -0.0443 0.503
```

Values from the calculation:
frontier orbital gap	9.639	eV
LUMO energy	0.49	eV
SMILES string	C/N=C\N.O.O.O

---

(7)
Formula: C2H12N2O3
Source: the Open Molecules 2025 dataset
Level of theory: the ωB97M-V functional and the def2-TZVPD basis

Structure (XYZ):
```
19
Properties=species:S:1:pos:R:3:nbo_charge:R:1
H 0.8725 -2.0111 2.3419 0.374
N 1.0449 -2.2084 1.3641 -0.862
C -0.0479 -2.5596 0.6645 0.361
N -0.1630 -3.7172 -0.1648 -0.625
C -1.1930 -3.6617 -1.1333 -0.420
H -0.9613 -1.8460 0.5479 0.135
H 0.2892 -4.5538 0.3366 0.427
H -2.1990 -3.8786 -0.8013 0.187
H -1.1630 -4.4274 -1.8461 0.216
H -1.1501 -2.6426 -1.5990 0.213
O -1.0297 2.9709 0.0891 -0.967
H -1.1827 3.5832 0.7988 0.467
H -0.3629 2.3323 0.4518 0.497
O 0.1607 6.0696 -1.3878 -0.933
H -0.6853 5.8523 -1.7658 0.461
H 0.4741 5.0838 -1.3668 0.471
O 1.3394 0.9954 0.8087 -0.953
H 1.3940 0.0747 0.9583 0.482
H 2.1829 0.9538 0.2815 0.469
```

Values from the calculation:
frontier orbital gap	9.635	eV
LUMO energy	0.69	eV
SMILES string	[H]/N=C/NC.O.O.O

---

(8)
Formula: C3H4O2S
Source: the Open Molecules 2025 dataset
Level of theory: the ωB97M-V functional and the def2-TZVPD basis

Structure (XYZ):
```
10
Properties=species:S:1:pos:R:3:nbo_charge:R:1
O 0.9267 1.3374 -1.6034 -0.490
C 0.5555 0.2498 -1.2735 0.417
C -0.3560 -0.0148 -0.1215 0.027
S -1.4273 1.4678 0.3434 -0.080
C 0.0386 -1.0165 0.9478 -0.079
O -0.9700 -1.1987 0.0527 -0.452
H 0.9940 -0.8203 -1.6956 0.107
H -0.2963 2.3768 0.4458 0.169
H 0.9353 -1.5644 1.0084 0.191
H -0.4004 -0.8170 1.8958 0.191
```

Values from the calculation:
frontier orbital gap	9.978	eV
LUMO energy	0.51	eV
SMILES string	O=C[C@]1(S)CO1

---

no.,F_max (eV Å⁻¹)
1,2.94
2,2.44
3,5.07
4,3.14
5,0.87
6,2.41
7,4.87
8,4.07